(1)
{"formula": "C21H20F2N4O", "method": "ωB97M-V with the def2-TZVPD basis set", "homo_ev": -8.5, "energy_ha": -1306.1476, "relative_energy_ev": 3.458, "lumo_energy_ev": -0.116, "symbols": ["F", "F", "N", "N", "N", "O", "C", "C", "C", "C", "C", "C", "C", "C", "C", "C", "C", "C", "C", "C", "C", "N", "C", "C", "C", "C", "C", "C", "H", "H", "H", "H", "H", "H", "H", "H", "H", "H", "H", "H", "H", "H", "H", "H", "H", "H", "H", "H"], "xyz": [[4.61174, 1.62886, 1.26146], [2.52012, 1.94060, 1.91868], [-0.14070, -1.74657, 0.78036], [2.97728, -2.53356, 3.66524], [-2.68916, 0.54224, -2.57638], [-2.80297, 1.31097, -5.25388], [3.97629, -1.87736, 4.17640], [-2.67028, -0.09818, -1.30098], [-1.26940, -1.11983, 0.47033], [0.04765, -2.16184, 2.03001], [2.20824, -1.96114, 2.73572], [-1.53940, 0.67739, -3.27359], [-0.39441, 0.05355, -2.87526], [-0.33842, -0.61811, -1.72613], [-2.22960, -0.85712, 1.50314], [-0.87250, -2.09909, 3.04026], [4.29444, -0.57171, 3.81902], [2.52936, -0.75305, 2.21998], [-1.42520, -0.51559, -0.82872], [-2.08304, -1.44389, 2.71736], [3.52130, 0.04976, 2.83037], [1.22141, -2.74988, 2.37528], [-3.21947, -1.49621, 3.66970], [3.75254, 1.46266, 2.23130], [-0.08755, 3.15231, -4.64740], [-0.32938, 1.87158, -5.33511], [-1.50497, 3.09710, -4.09211], [-1.61634, 1.59915, -4.52304], [-3.42918, 0.91244, -4.62425], [4.52787, -2.35300, 4.99118], [-3.61640, -0.21446, -0.81560], [0.49492, -0.01556, -3.51092], [0.61435, -1.17178, -1.66879], [-3.17282, -0.33693, 1.41031], [-0.68853, -2.53203, 3.98248], [5.24629, -0.11430, 4.28579], [2.01524, -0.32443, 1.41720], [1.08626, -3.56082, 2.99353], [-3.91166, -0.69871, 3.41857], [-3.80586, -2.41971, 3.83200], [-2.82542, -1.38813, 4.66189], [4.06590, 2.08150, 3.04556], [0.05464, 4.06105, -5.29995], [0.60799, 3.06618, -3.82956], [-0.52747, 2.05582, -6.45791], [0.52870, 1.13851, -5.21334], [-2.21374, 3.71327, -4.65338], [-1.49865, 3.31800, -2.97683]], "lowdin_charge": [0.125, 0.053, 0.200, 0.124, 0.125, -0.009, -0.161, 0.006, -0.206, -0.341, -0.362, -0.197, -0.042, -0.004, 0.029, 0.057, -0.039, 0.051, -0.151, -0.259, -0.094, 0.101, -0.047, -0.393, -0.204, -0.137, -0.107, -0.420, 0.081, 0.110, 0.104, 0.118, 0.135, 0.109, 0.115, 0.137, 0.099, 0.162, 0.078, 0.100, 0.072, 0.142, 0.125, 0.103, 0.151, 0.112, 0.118, 0.130]}

(2)
{"formula": "C6H10", "method": "ωB97M-V with the def2-TZVPD basis set", "homo_ev": -9.4, "energy_ha": -234.5518, "relative_energy_ev": 1.379, "lumo_energy_ev": 1.205, "symbols": ["C", "C", "C", "C", "C", "C", "H", "H", "H", "H", "H", "H", "H", "H", "H", "H"], "xyz": [[-0.74194, -0.30816, 1.66447], [-1.02886, -0.45792, 0.18617], [-0.62956, 0.49533, -0.90294], [0.67838, 1.20180, -0.54247], [1.38168, -0.18454, -0.55755], [0.03247, -0.86641, -0.79398], [-1.43847, 0.36898, 2.17145], [0.27457, 0.05285, 1.84938], [-0.82120, -1.29374, 2.13675], [-1.99175, -0.92566, -0.01974], [-1.28152, 0.76692, -1.72458], [1.04524, 1.89860, -1.30004], [0.66560, 1.72427, 0.42160], [1.97540, -0.48005, 0.31544], [2.00209, -0.27583, -1.45342], [-0.12215, -1.71643, -1.45055]], "lowdin_charge": [-0.064, -0.274, -0.193, -0.138, -0.143, -0.201, 0.077, 0.065, 0.079, 0.134, 0.127, 0.102, 0.099, 0.098, 0.105, 0.126]}

(3)
{"formula": "C36H70F3NiO18S8", "method": "ωB97M-V with the def2-TZVPD basis set", "homo_ev": [-11.5, -11.5], "spin_multiplicity": 3, "energy_ha": -7760.9682, "charge": 1, "relative_energy_ev": 2.640, "lumo_energy_ev": [-3.725, -4.606], "symbols": ["Ni", "C", "O", "O", "C", "F", "F", "F", "C", "C", "H", "H", "H", "H", "H", "H", "C", "C", "C", "S", "O", "O", "C", "H", "H", "H", "H", "H", "H", "H", "H", "C", "C", "C", "S", "O", "O", "C", "H", "H", "H", "H", "H", "H", "H", "H", "C", "C", "C", "S", "O", "O", "C", "H", "H", "H", "H", "H", "H", "H", "H", "C", "C", "C", "S", "O", "O", "C", "H", "H", "H", "H", "H", "H", "H", "H", "C", "C", "C", "S", "O", "O", "C", "H", "H", "H", "H", "H", "H", "H", "H", "C", "C", "C", "S", "O", "O", "C", "H", "H", "H", "H", "H", "H", "H", "H", "C", "C", "C", "S", "O", "O", "C", "H", "H", "H", "H", "H", "H", "H", "H", "C", "C", "C", "S", "O", "O", "C", "H", "H", "H", "H", "H", "H", "H", "H"], "xyz": [[-0.99970, 2.74151, -0.97724], [-1.23257, 0.02145, -0.81518], [-0.43604, 0.98151, -0.12542], [-1.90832, 0.94012, -1.60288], [-0.42630, -1.08393, -1.54015], [0.15153, -1.88338, -0.60444], [-1.16914, -1.90067, -2.26669], [0.60594, -0.57584, -2.23431], [0.46996, 0.52218, 0.96451], [-0.34213, 0.10937, 2.15105], [-1.22435, 0.65991, 2.48293], [-0.83282, -0.87404, 2.12071], [0.28425, -0.07714, 3.02854], [0.98293, 1.44596, 1.22780], [1.13581, -0.26288, 0.62160], [-1.94880, -0.52717, -0.19277], [3.44247, -4.61103, 2.85469], [3.12208, -3.26688, 2.18139], [1.86796, -3.46946, 1.31564], [0.88920, -4.86863, 1.92885], [0.87304, -5.91220, 0.92561], [-0.35554, -4.45753, 2.55110], [2.14522, -5.26893, 3.23223], [4.13528, -4.50129, 3.68655], [3.95758, -5.17999, 2.07376], [3.96582, -2.76257, 1.71014], [2.99347, -2.49493, 2.94820], [2.17942, -3.83373, 0.33355], [1.15806, -2.65574, 1.16897], [2.03622, -6.31044, 3.52052], [1.74002, -4.65495, 4.04492], [-3.05739, -3.50169, -1.00724], [-2.10938, -3.91641, 0.11875], [-2.65371, -3.39997, 1.44675], [-4.29413, -2.58154, 1.05822], [-4.12477, -1.15590, 0.86100], [-5.31132, -3.07612, 1.97345], [-4.51638, -3.49206, -0.54248], [-2.91000, -4.20262, -1.83446], [-2.74283, -2.57483, -1.49091], [-1.19287, -3.32366, 0.08432], [-1.88588, -4.97551, 0.20556], [-1.98528, -2.77245, 2.01949], [-3.13962, -4.21075, 1.99000], [-5.25083, -2.97217, -1.15287], [-4.89243, -4.49698, -0.36102], [4.86168, 2.26164, 4.80576], [3.41673, 1.87717, 5.17182], [3.01026, 0.50181, 4.56490], [4.29964, 0.03636, 3.37182], [3.73764, -0.13975, 2.04532], [5.13324, -1.00038, 3.91683], [5.09574, 1.68139, 3.40610], [5.48117, 1.65623, 5.47405], [5.12001, 3.31534, 4.79537], [2.88886, 2.64892, 4.59846], [3.11138, 2.00283, 6.20639], [2.07548, 0.52894, 4.00843], [2.95046, -0.37673, 5.20723], [4.62899, 2.30899, 2.64040], [6.10679, 1.63203, 2.99973], [-5.34120, 2.34885, 1.86278], [-5.62270, 3.90081, 1.84773], [-4.86667, 4.56537, 0.66075], [-4.31969, 3.23757, -0.45649], [-2.86727, 3.15285, -0.27443], [-4.83027, 3.33017, -1.80737], [-5.25177, 1.87766, 0.40683], [-6.12570, 1.91677, 2.47789], [-4.37505, 2.23486, 2.35223], [-5.20358, 4.24922, 2.79158], [-6.67578, 4.16751, 1.87641], [-4.05312, 5.21879, 0.96084], [-5.55610, 5.10897, 0.01398], [-4.60720, 1.00811, 0.28762], [-6.21219, 1.79712, -0.09402], [-2.24630, -1.11549, -5.15464], [-3.20081, -1.15809, -6.37504], [-2.62045, -0.09363, -7.32096], [-2.01361, 1.28552, -6.31700], [-2.95499, 2.39490, -6.22818], [-0.62522, 1.57241, -6.64278], [-2.07026, 0.31821, -4.77730], [-1.34212, -1.64712, -5.44331], [-2.83950, -1.52709, -4.33594], [-4.18889, -0.79293, -6.08251], [-3.31008, -2.16028, -6.77907], [-3.25654, 0.20982, -8.15190], [-1.79948, -0.59189, -7.84442], [-2.91538, 0.78053, -4.26426], [-1.19812, 0.54045, -4.16245], [2.83629, 3.56221, -5.15009], [2.93204, 4.61748, -4.09635], [3.04126, 3.96899, -2.71459], [2.04256, 2.40629, -2.86147], [0.74179, 2.52484, -2.18237], [2.89460, 1.29226, -2.45331], [1.83016, 2.49802, -4.70785], [3.76720, 3.03079, -5.36322], [2.59835, 3.91881, -6.15374], [2.08811, 5.30492, -4.12612], [3.85517, 5.18831, -4.21465], [2.55701, 4.55007, -1.92616], [3.96966, 3.67970, -2.22502], [0.76718, 2.63783, -4.89802], [2.12084, 1.52273, -5.09400], [1.77405, -3.23923, -3.06143], [3.10659, -2.57901, -3.32536], [4.19845, -3.35400, -2.53684], [3.54510, -5.16095, -2.50851], [3.38139, -5.54373, -1.11412], [4.26925, -6.04008, -3.37237], [1.88824, -4.73847, -3.25713], [1.11335, -2.88230, -3.85350], [1.44650, -2.91186, -2.07981], [3.18703, -1.50051, -3.18526], [3.30145, -2.63270, -4.40472], [3.97653, -3.03235, -1.51770], [5.25476, -3.37541, -2.77702], [1.29387, -5.47919, -2.72944], [2.11197, -4.93212, -4.30521], [0.46279, 4.17335, 4.39082], [-0.52542, 3.06082, 3.90332], [-1.75580, 3.50353, 4.65173], [-1.30067, 3.60641, 6.40832], [-1.06099, 2.26086, 6.88335], [-2.10072, 4.51240, 7.19852], [0.32207, 4.36971, 5.92437], [0.26546, 5.05741, 3.78351], [1.49689, 3.94845, 4.11585], [-0.10198, 2.08099, 4.12347], [-0.53984, 3.01594, 2.81256], [-2.56422, 2.78270, 4.49979], [-2.17495, 4.49146, 4.45309], [1.08900, 4.04468, 6.61815], [-0.02414, 5.38921, 6.10656]], "lowdin_charge": [0.924, -0.343, -0.179, -0.154, -0.536, 0.083, 0.160, 0.152, -0.145, -0.062, 0.086, 0.071, 0.075, 0.121, 0.114, 0.143, -0.206, -0.207, -0.203, 0.704, -0.318, -0.334, -0.201, 0.122, 0.121, 0.107, 0.079, 0.073, 0.069, 0.110, 0.100, -0.232, -0.205, -0.204, 0.720, -0.354, -0.338, -0.177, 0.121, 0.082, 0.079, 0.121, 0.071, 0.099, 0.102, 0.109, -0.200, -0.189, -0.187, 0.670, -0.346, -0.296, -0.226, 0.119, 0.120, 0.077, 0.119, 0.064, 0.107, 0.100, 0.110, -0.184, -0.182, -0.194, 0.765, -0.385, -0.290, -0.163, 0.124, 0.101, 0.104, 0.114, 0.101, 0.103, 0.069, 0.118, -0.223, -0.197, -0.227, 0.704, -0.323, -0.352, -0.243, 0.123, 0.112, 0.118, 0.118, 0.107, 0.106, 0.106, 0.084, -0.215, -0.213, -0.186, 0.780, -0.382, -0.316, -0.177, 0.128, 0.132, 0.127, 0.126, 0.095, 0.107, 0.085, 0.110, -0.251, -0.227, -0.150, 0.696, -0.347, -0.321, -0.173, 0.112, 0.085, 0.100, 0.116, 0.082, 0.097, 0.105, 0.102, -0.210, -0.219, -0.244, 0.689, -0.321, -0.306, -0.178, 0.111, 0.080, 0.095, 0.098, 0.103, 0.109, 0.099, 0.091]}

(4)
{"formula": "C20H28BrN2OS2V", "method": "ωB97M-V with the def2-TZVPD basis set", "homo_ev": [-20.9, -20.9], "energy_ha": -5276.3838, "charge": 4, "relative_energy_ev": 0.829, "lumo_energy_ev": [-15.671, -15.666], "symbols": ["V", "C", "C", "C", "C", "C", "C", "C", "C", "C", "C", "H", "H", "H", "H", "H", "H", "H", "H", "H", "H", "H", "H", "H", "H", "C", "C", "S", "O", "C", "C", "H", "H", "H", "H", "H", "H", "H", "H", "H", "H", "Br", "C", "C", "C", "N", "C", "C", "H", "H", "H", "H", "S", "C", "N"], "xyz": [[0.17569, -0.19602, -1.19889], [-2.81417, 0.80158, 3.64224], [-1.92299, 1.87432, 3.03825], [-2.60004, 3.28111, 3.15519], [-1.57931, 1.68830, 1.60111], [-0.61412, 2.52755, 0.99240], [-0.37716, 2.48798, -0.35508], [-1.14438, 1.62914, -1.22543], [-1.41475, 2.07595, -2.64437], [-2.06404, 0.72276, -0.58234], [-2.22561, 0.72129, 0.78407], [-2.92658, 0.98979, 4.70813], [-2.39262, -0.20197, 3.54079], [-3.81361, 0.81974, 3.20374], [-0.97458, 1.94714, 3.57880], [-3.52019, 3.30723, 2.57276], [-1.94041, 4.08973, 2.84492], [-2.84659, 3.42696, 4.20564], [-0.09066, 3.24366, 1.61576], [0.32796, 3.17436, -0.81295], [-1.86017, 1.28743, -3.25108], [-0.52480, 2.47822, -3.12569], [-2.14573, 2.88946, -2.59543], [-2.69512, 0.09593, -1.20722], [-2.93318, 0.04754, 1.25182], [4.46349, 0.93674, -0.52377], [3.73148, 0.99592, 0.79827], [2.55264, -0.29655, 1.19776], [1.35382, -0.13298, 0.08697], [3.36260, -1.86243, 0.75884], [3.28330, -2.29345, -0.69365], [5.10507, 1.81658, -0.58189], [3.77688, 0.97112, -1.37085], [5.10572, 0.06147, -0.60214], [3.16800, 1.91750, 0.96924], [4.40484, 0.89747, 1.66449], [2.92632, -2.58802, 1.44578], [4.39117, -1.66941, 1.08676], [2.26061, -2.54876, -0.97691], [3.87952, -3.20103, -0.79576], [3.68807, -1.54823, -1.37593], [-2.90463, -5.97678, -1.05786], [-2.03409, -4.38193, -1.12911], [-1.68416, -3.68766, 0.05480], [-1.04529, -2.48901, -0.03319], [-0.70739, -1.91868, -1.23613], [-1.03361, -2.59674, -2.38426], [-1.68446, -3.79471, -2.36431], [-1.92469, -4.09971, 1.02612], [-0.78065, -1.93245, 0.85855], [-0.74982, -2.13008, -3.31614], [-1.92285, -4.28809, -3.29792], [1.87582, 0.48016, -5.25992], [1.28794, 0.19062, -3.90813], [0.77151, -0.04004, -2.77683]], "lowdin_charge": [1.069, -0.046, -0.347, 0.009, -0.092, 0.043, 0.024, -0.359, -0.008, -0.049, 0.056, 0.110, 0.088, 0.103, 0.164, 0.106, 0.090, 0.113, 0.153, 0.154, 0.104, 0.096, 0.135, 0.149, 0.138, -0.080, -0.349, 1.208, -0.574, -0.317, -0.084, 0.116, 0.075, 0.093, 0.108, 0.133, 0.111, 0.126, 0.064, 0.120, 0.074, 1.097, -0.637, -0.031, -0.082, -0.093, -0.052, -0.027, 0.140, 0.128, 0.127, 0.143, 1.221, -0.696, -0.064]}

(5)
{"formula": "C3H5NO4", "method": "ωB97M-V with the def2-TZVPD basis set", "homo_ev": 2.0, "energy_ha": -472.8695, "charge": -2, "relative_energy_ev": 0.662, "lumo_energy_ev": 7.036, "symbols": ["C", "C", "C", "N", "O", "O", "O", "O", "H", "H", "H", "H", "H"], "xyz": [[1.18988, 2.64652, 0.92464], [0.31271, -1.25632, 0.14142], [-0.25208, 2.28978, 0.44925], [-0.84916, -0.48048, 0.46711], [2.03115, 2.95580, 0.05927], [-1.55320, -0.18378, -0.74929], [1.34513, 2.59150, 2.14818], [-0.91560, 2.73399, -0.56069], [0.77266, -0.99316, -0.81033], [1.02698, -1.08424, 1.00011], [0.08167, -2.32459, 0.07794], [-0.74197, 1.69396, 1.15827], [-1.57715, 0.82548, -0.90140]], "lowdin_charge": [-0.754, -0.339, -0.160, -0.302, -0.098, -0.307, -0.086, -0.109, 0.031, 0.054, -0.005, 0.042, 0.034]}

(6)
{"formula": "C2H5NOS2", "method": "ωB97M-V with the def2-TZVPD basis set", "homo_ev": -8.5, "energy_ha": -1005.4885, "relative_energy_ev": 2.321, "lumo_energy_ev": 0.392, "symbols": ["C", "C", "H", "H", "H", "H", "H", "N", "O", "S", "S"], "xyz": [[-0.61223, 0.95179, -1.42515], [-0.40807, -1.09994, 0.79087], [0.40269, 1.11913, -1.92924], [-0.72740, 1.53090, -0.46742], [-1.42959, 1.07606, -2.20440], [0.68352, -0.47531, 2.33031], [2.12587, -0.21848, 0.34681], [0.49141, -0.28030, 1.32735], [1.36948, 0.45615, 0.55270], [-0.69703, -0.86724, -0.94796], [-1.19865, -2.19277, 1.62613]], "lowdin_charge": [-0.365, -1.287, 0.046, 0.047, 0.044, 0.148, 0.168, -0.173, -0.083, 0.812, 0.644]}